{
  "formula": "C4H9N3O",
  "method": "ωB97M-V with the def2-TZVPD basis set",
  "mol_weight_da": 115.14,
  "energy_ev": -10807.234,
  "de_lowest_kj_mol": 504.4,
  "homo_lumo_gap_ha": [0.279, 0.285],
  "total_charge": 0,
  "elements": ["C", "N", "H", "H", "H", "H", "H", "H", "H", "N", "H", "N", "C", "C", "H", "O", "C"],
  "xyz": [[-0.186, 0.117, -0.381], [2.102, 0.043, -0.779], [1.861, -0.348, -1.691], [-0.312, 0.108, -1.463], [-1.436, 2.459, -1.253], [-0.145, -1.175, 2.082], [-0.405, -2.769, 1.563], [-2.216, 0.616, 0.238], [2.935, -0.405, -0.418], [-0.454, -1.785, 1.341], [-0.961, 1.012, 1.444], [1.088, -0.056, 0.147], [-1.214, 1.013, 0.386], [-0.895, 2.204, -0.353], [0.004, 2.761, -0.131], [0.203, -2.302, -0.813], [0.032, -1.492, 0.080]],
  "atomic_forces_ev_per_a": [[-0.4433, -1.2852, 0.5669], [-0.0739, -0.1361, -0.0062], [-0.0428, 0.0166, 0.1068], [0.0945, 0.0824, -0.0002], [0.0113, -0.0098, 0.0249], [0.0078, -0.0212, -0.0420], [0.0633, 0.0415, -0.0115], [0.0067, 0.0526, -0.0127], [-0.0697, 0.0103, -0.0231], [0.0937, 0.0063, 0.0362], [0.0096, 0.0765, -0.0068], [0.5460, 0.4718, 0.0617], [0.5259, -0.9622, -0.2143], [-0.1226, 1.0389, -0.1441], [-0.0092, -0.0201, 0.0058], [0.2447, 0.1123, 0.2441], [-0.8421, 0.5252, -0.5855]]
}


{
  "formula": "C19H31AsAuIO7S",
  "method": "ωB97M-V with the def2-TZVPD basis set",
  "mol_weight_da": 802.31,
  "energy_ev": -118008.716,
  "de_lowest_kj_mol": 0.0,
  "homo_lumo_gap_ha": 0.249,
  "total_charge": -2,
  "elements": ["C", "C", "S", "H", "H", "H", "C", "As", "O", "H", "H", "Au", "H", "H", "C", "C", "C", "H", "O", "H", "H", "O", "C", "H", "C", "O", "H", "O", "H", "H", "C", "C", "H", "H", "C", "C", "I", "C", "H", "C", "C", "C", "O", "H", "H", "H", "H", "H", "C", "H", "H", "H", "C", "H", "H", "H", "C", "H", "H", "O", "H"],
  "xyz": [[-0.117, -0.460, -3.141], [0.745, -0.968, 2.706], [-2.909, 3.042, 2.320], [1.101, 4.385, 0.192], [4.943, -2.924, -0.963], [-1.648, -0.696, 0.201], [0.781, 3.449, 0.649], [-1.366, 0.478, -1.952], [-2.142, 4.147, 2.850], [2.663, -1.980, 4.347], [4.961, -4.322, 4.136], [-0.251, 2.165, -0.625], [4.831, -2.787, 4.994], [-1.320, 5.299, -0.796], [-4.141, 1.175, -2.798], [3.593, -2.357, 0.621], [-2.790, 0.684, -3.296], [6.096, -3.020, 3.785], [-2.136, 1.921, 1.844], [3.221, -3.051, -1.379], [-1.375, 5.017, 0.977], [-3.498, 4.051, -1.266], [4.447, -2.827, 1.614], [0.684, -0.803, 3.782], [3.962, -2.460, -0.835], [-4.107, 2.718, 3.050], [5.394, -3.281, 1.328], [0.408, -1.973, -0.302], [0.859, -0.295, -2.688], [-1.799, -2.719, -1.187], [-2.283, -0.684, -0.681], [1.420, -1.262, -0.086], [0.649, -0.002, 2.205], [-2.389, 1.323, -4.086], [2.379, -1.774, 0.982], [2.039, -1.635, 2.328], [2.670, 2.677, 1.433], [4.124, -2.710, 2.960], [0.389, -2.279, -4.175], [-1.950, 5.241, 0.086], [5.053, -3.237, 4.025], [-3.042, 4.232, -0.159], [1.725, -0.174, -0.613], [-4.829, 1.307, -3.639], [-3.236, -2.108, -2.038], [3.968, -1.467, -1.287], [-0.195, -2.513, -2.524], [0.243, 3.681, 1.565], [-2.681, -2.090, -1.095], [-4.593, 0.447, -2.121], [-0.175, 0.126, -4.066], [-1.338, -2.138, -3.839], [-0.342, -1.936, -3.434], [-4.059, 2.117, -2.259], [-0.105, -1.575, 2.387], [-2.445, 6.205, 0.242], [2.921, -2.104, 3.298], [-2.888, -0.317, -3.729], [-3.327, -2.529, -0.328], [-3.635, 3.656, 0.898], [-3.160, -0.085, -0.419]],
  "atomic_forces_ev_per_a": [[-0.0082, 0.0803, 0.0131], [0.0182, 0.0004, -0.0054], [-0.0047, -0.0781, 0.0614], [-0.0206, -0.0011, 0.0124], [-0.0014, 0.0002, 0.0031], [0.0399, -0.0678, -0.0513], [0.1031, 0.1099, -0.0798], [0.0044, -0.2472, -0.0215], [0.0213, 0.0321, 0.0322], [-0.0007, 0.0021, -0.0019], [0.0005, 0.0000, 0.0013], [0.2258, 0.0968, 0.0392], [0.0020, -0.0006, 0.0000], [-0.0081, -0.0253, -0.0125], [0.0309, -0.0493, 0.0354], [-0.0248, -0.0268, 0.0057], [0.0369, -0.1382, -0.0216], [-0.0001, -0.0021, 0.0002], [-0.1483, 0.1752, 0.0191], [-0.0014, 0.0056, -0.0036], [0.0229, 0.0114, -0.0284], [-0.0315, 0.0323, 0.1250], [0.0072, 0.0115, -0.0113], [-0.0067, -0.0050, -0.0021], [0.0002, -0.0048, 0.0068], [0.0046, 0.0182, 0.0231], [0.0002, 0.0008, 0.0000], [0.1119, -0.0749, -0.0903], [-0.0227, -0.0569, 0.0497], [-0.0033, 0.0036, 0.0125], [-0.0570, 0.1039, 0.0834], [-0.0797, 0.1093, 0.1129], [-0.0088, 0.0092, 0.0107], [-0.0149, 0.0964, 0.0684], [-0.0134, -0.0208, 0.0378], [0.0092, 0.0158, -0.0206], [-0.0574, 0.0062, -0.0565], [0.0090, 0.0002, 0.0169], [-0.0189, -0.0013, -0.0161], [-0.0034, -0.0643, 0.0813], [-0.0061, 0.0010, -0.0078], [0.0232, 0.2185, -0.0503], [0.0451, -0.1758, -0.1562], [-0.0152, 0.0372, 0.0269], [0.0082, 0.0016, -0.0180], [0.0057, 0.0000, -0.0039], [0.0015, -0.0069, 0.0044], [-0.0736, -0.0774, -0.0119], [-0.0189, 0.0068, -0.0090], [0.0072, -0.0028, -0.0026], [0.0277, 0.0381, 0.0156], [-0.0106, -0.0092, 0.0296], [0.0373, 0.0108, -0.0200], [-0.0088, 0.0638, -0.0148], [-0.0021, 0.0001, 0.0018], [-0.0138, -0.0156, 0.0038], [-0.0004, 0.0103, 0.0023], [-0.0055, 0.0373, -0.0632], [-0.0121, 0.0028, -0.0069], [-0.1140, -0.2134, -0.1961], [0.0133, 0.0158, 0.0474]]
}


{
  "formula": "C4H38N2O15",
  "method": "ωB97M-V with the def2-TZVPD basis set",
  "mol_weight_da": 354.35,
  "energy_ev": -38453.923,
  "de_lowest_kj_mol": 810.1,
  "homo_lumo_gap_ha": 0.347,
  "total_charge": 0,
  "elements": ["C", "H", "O", "H", "H", "H", "O", "H", "H", "O", "O", "H", "H", "N", "O", "H", "H", "H", "H", "O", "O", "H", "H", "H", "H", "C", "O", "H", "H", "H", "H", "O", "H", "C", "H", "H", "C", "O", "H", "O", "H", "H", "N", "H", "O", "H", "H", "H", "O", "H", "H", "H", "O", "H", "O", "H", "H", "H", "H"],
  "xyz": [[-0.984, -0.997, 0.730], [1.529, 1.443, 2.691], [3.429, 0.327, -0.389], [-1.541, 0.426, 3.398], [-0.370, 0.115, -4.363], [2.969, 3.541, -0.889], [-3.723, 2.147, -1.878], [-3.049, 2.124, -2.545], [-4.152, -0.502, 1.794], [3.268, -1.310, -2.417], [0.499, 0.468, -4.242], [3.799, -2.333, 2.543], [-1.145, 4.366, 0.902], [-0.684, 0.270, 2.997], [-3.023, -1.605, -0.963], [-1.865, -0.346, 0.767], [-0.406, 1.030, 2.317], [-3.490, 2.838, -1.291], [-0.502, -3.320, -3.043], [2.289, 2.834, -0.681], [-4.711, -0.353, 1.022], [-4.874, 0.565, 1.013], [2.366, -0.873, -2.369], [3.457, 0.891, -2.998], [-3.638, -1.914, -1.572], [-1.754, -1.959, 2.904], [2.806, 1.688, -2.951], [0.041, -4.476, 0.612], [-1.501, -3.008, 3.212], [0.555, 3.372, 1.945], [4.113, 0.490, 0.176], [-2.841, -1.557, 3.082], [0.334, -1.462, 2.343], [-0.032, -0.132, -0.218], [0.211, -1.690, -1.494], [-0.701, 0.609, -0.773], [-0.668, -1.077, 2.202], [-1.934, 4.824, 0.605], [1.418, -1.516, -0.429], [1.521, 2.448, 3.058], [0.663, 1.280, -4.806], [-1.690, -3.299, -2.566], [0.828, -1.018, -1.062], [3.848, -0.849, -1.910], [0.066, -3.964, 1.420], [-3.437, -0.903, -0.584], [2.388, 2.127, -1.328], [0.042, -3.102, 1.135], [-0.944, -3.685, -2.217], [-1.681, 4.945, -0.379], [1.004, 2.068, 3.895], [1.971, 1.298, -3.055], [3.254, -2.906, 1.993], [2.729, -3.486, 2.346], [0.262, 3.606, 1.039], [-1.282, -1.883, 0.176], [0.679, 0.518, 0.454], [1.034, 3.398, 0.529], [3.252, -0.527, 0.115]],
  "atomic_forces_ev_per_a": [[-0.5307, 3.0544, -0.9020], [0.4880, 3.4808, 0.4152], [-2.4507, -3.0948, 0.1297], [-2.6221, 0.6041, 0.7403], [-0.7480, 0.1635, -0.4007], [-1.3201, -1.5743, 0.1104], [-0.9052, -1.2187, -0.4586], [0.5033, 0.0537, -0.4148], [0.0405, -0.1912, 0.1383], [-3.4986, -1.9931, -3.3300], [1.5439, 1.5550, -0.4311], [-0.6256, -0.8402, 0.4896], [0.6486, -0.3472, 0.2835], [3.6475, -1.1928, -3.6156], [3.2440, -2.5820, -1.0127], [-0.3927, -0.4736, -0.1994], [-1.0246, -0.9299, 1.0952], [0.4571, 1.1769, 1.0054], [1.1487, -1.2408, 1.4318], [0.8337, 2.1665, 0.7945], [0.4150, -1.5090, -0.0927], [-0.3876, 1.7600, -0.0615], [1.4207, -0.6851, 0.5017], [-1.8072, 1.9435, 0.0294], [-1.7345, -1.0013, -1.6697], [3.2098, -1.3457, -0.6521], [3.7543, -1.1191, -0.2349], [-0.0465, -0.2927, -0.2410], [0.1913, 0.5622, -0.2690], [-0.2218, 0.1636, -0.4329], [3.5745, 2.3018, 2.0752], [-2.7040, 1.2585, 0.4200], [0.2150, -0.4416, 0.3974], [0.5870, 0.3410, 1.7546], [-0.0506, -0.3691, -0.0779], [1.2256, -1.2213, 0.2572], [-0.0086, 0.7212, 1.9675], [-0.5573, 0.7934, -3.0740], [0.4616, -0.5838, 0.2303], [-1.5707, -5.6007, 2.0787], [-0.7945, -1.6354, 0.7858], [-4.3965, 1.0861, 0.1941], [-1.2535, 1.7600, 0.0315], [2.1933, 2.1716, 2.4393], [0.2529, -3.0513, 1.2016], [-2.0388, 3.4016, 2.2163], [0.5056, 0.1087, -0.3282], [-0.0486, 3.1321, -1.0811], [3.3819, 0.1509, -1.5631], [-0.7823, -0.0949, 2.4533], [1.3903, 1.9070, -1.9770], [-2.0771, -1.1726, -0.4517], [4.9090, 5.7641, -4.4610], [-4.3908, -4.8000, 3.9007], [-0.2829, -0.2059, 1.4351], [0.1315, -0.2640, 0.5418], [-1.1925, -1.0134, -1.3793], [0.8542, -0.2887, -1.1815], [-0.7643, 0.7918, -1.5516]]
}


{
  "formula": "C20H48O16",
  "method": "ωB97M-V with the def2-TZVPD basis set",
  "mol_weight_da": 544.59,
  "energy_ev": -54265.225,
  "homo_lumo_gap_ha": [0.374, 0.111],
  "spin_multiplicity": 2,
  "s2": 0.76,
  "total_charge": 1,
  "elements": ["H", "H", "H", "H", "H", "H", "O", "H", "C", "O", "H", "C", "O", "C", "O", "H", "H", "C", "C", "H", "H", "O", "H", "H", "C", "H", "H", "H", "C", "C", "H", "O", "H", "C", "H", "C", "C", "O", "H", "H", "H", "H", "C", "H", "H", "H", "O", "O", "H", "H", "O", "O", "H", "H", "C", "H", "H", "H", "H", "O", "H", "C", "O", "H", "H", "C", "C", "C", "C", "O", "H", "H", "H", "H", "H", "O", "H", "H", "H", "C", "H", "C", "H", "O"],
  "xyz": [[2.843, 0.203, 3.034], [2.412, -1.861, -1.700], [-1.098, -3.866, 4.678], [-3.245, 1.613, -2.714], [-1.035, -6.120, -2.641], [2.688, 0.281, -0.882], [-0.586, -2.280, 3.595], [3.847, -3.414, -6.294], [-0.634, 2.553, 1.313], [-1.694, -1.141, -0.613], [1.659, -6.580, 0.886], [3.291, -1.812, -4.000], [-1.782, 5.083, 4.512], [2.092, -4.801, 1.364], [-2.518, 3.222, -1.591], [4.583, -2.044, -7.069], [0.585, -1.651, -3.288], [3.466, -1.610, -1.583], [-2.657, 6.237, 4.645], [-3.185, 6.440, 3.713], [-1.347, 1.974, 1.900], [1.392, -3.238, 3.989], [4.455, -0.069, -0.626], [-3.926, 1.677, -1.029], [-0.644, -5.078, -1.063], [-0.219, -1.652, 0.814], [3.021, -1.558, 2.745], [1.187, -4.227, 1.165], [2.573, -0.794, 3.380], [-2.800, -2.964, 3.870], [-0.113, 2.012, 0.523], [-4.650, 4.143, -1.627], [-1.012, -4.905, -0.052], [-0.845, 6.972, -1.983], [-1.224, -0.312, 1.264], [-1.362, -3.468, 3.698], [-3.073, 1.888, -1.673], [-1.498, -5.933, -1.821], [-0.386, -0.200, -4.867], [-3.132, -2.284, 3.086], [-0.431, -4.085, -1.457], [2.801, -2.118, -6.665], [3.443, -0.473, -0.658], [-1.550, 7.632, -1.479], [-1.209, -1.312, -1.423], [2.019, -5.204, 2.374], [1.154, -0.987, 3.516], [3.940, -1.242, -2.865], [2.932, -4.120, 1.224], [1.055, 2.588, 2.704], [-1.179, 5.745, 2.420], [-0.084, -0.999, -3.065], [0.170, 7.243, -1.691], [-2.948, -2.454, 4.822], [-3.405, 4.314, -1.660], [0.051, -0.237, -0.054], [3.305, -0.900, 0.335], [2.892, -0.910, 4.416], [3.900, -2.500, -1.126], [-0.467, 3.803, 3.385], [-0.902, -1.860, -4.766], [-1.298, 5.515, -1.655], [2.167, -2.317, -3.997], [-3.426, -3.855, 3.916], [-2.101, 7.115, 4.974], [-0.858, -0.926, -4.206], [-1.145, 4.942, 3.324], [0.268, 3.221, 2.296], [0.741, -2.240, 3.788], [4.113, -1.727, -5.083], [-1.830, -0.558, -3.876], [-3.411, 6.018, 5.400], [-0.931, 4.799, -2.389], [-0.962, 5.144, -0.686], [-1.194, 3.298, 0.747], [-2.710, 5.524, -1.658], [0.760, 4.048, 1.783], [-2.313, 1.208, -1.287], [-1.073, 7.084, -3.043], [-0.761, -0.800, 0.406], [0.359, -5.499, -1.131], [3.821, -2.325, -6.342], [-1.257, -4.186, 2.885], [2.127, -5.844, 0.486]],
  "atomic_forces_ev_per_a": [[-0.6886, -0.0534, -0.0648], [-0.1754, -0.5098, -0.2000], [0.1889, -0.8497, -0.3601], [-0.3125, 0.1700, 0.0796], [-0.0466, -0.1419, -0.2162], [0.2140, 0.0262, -0.0631], [0.3905, 1.6788, -0.8700], [0.2220, -0.0930, 0.4396], [-0.8465, 0.1945, -0.1167], [0.2542, 0.2668, 2.6763], [0.0671, -0.1803, -0.1616], [0.2481, -0.3379, 0.0973], [-0.0975, 0.1191, -0.5520], [-0.5457, 0.7698, 1.1033], [-1.0290, 0.8752, -0.0924], [-0.1942, 0.4880, 0.3625], [0.9571, -0.1412, 0.3356], [-2.6734, -0.8960, -0.5565], [-0.0637, -0.0950, -0.1642], [0.2797, 0.0118, -0.0412], [-0.0795, -0.4846, -0.3829], [0.3056, 1.0798, 0.2644], [-0.1256, 0.6265, 0.0484], [-0.3076, 0.6923, -0.2872], [0.3286, -0.6749, -0.4913], [0.0668, -1.0262, 0.0237], [-0.0732, -0.0115, 0.0754], [-0.4219, 0.5649, 0.2401], [0.1829, -0.6751, 1.4549], [0.0622, -0.6118, -0.0326], [0.2299, -0.3649, 0.3430], [4.9648, 1.3003, -0.3832], [-0.0654, -0.6267, -0.0806], [-1.4304, -1.0491, 0.1344], [-0.3166, -0.0666, -0.3449], [-0.8410, 0.7810, 1.9939], [0.3011, 0.1876, 0.1435], [0.0958, 1.1814, 0.7157], [-0.3398, 0.2071, -0.2808], [0.0335, -0.2214, -0.1722], [-0.6218, 0.6121, -0.7569], [0.1524, 0.5179, -0.1087], [1.3399, 0.5751, 0.9825], [0.1843, 0.0983, 0.2107], [1.0847, -0.1866, -1.8463], [0.2744, 0.6556, 0.2691], [-0.6187, -0.1004, -0.6629], [-0.3094, -1.1870, -2.9640], [0.1954, -0.2691, 0.1237], [-0.3992, -0.0502, 0.3561], [0.1558, -0.8303, 0.1931], [0.3588, -0.8236, 2.1526], [-0.0753, -0.3397, -0.2419], [0.3157, 0.0516, -0.0312], [-2.1392, -0.8309, 0.7905], [0.1754, 0.2980, -0.1649], [-0.3491, 0.1910, 0.1759], [0.9128, 0.0224, -0.2756], [0.7873, 0.0591, -0.5464], [0.1156, -1.2585, 0.6582], [-0.3457, -0.1539, 0.2479], [1.5741, 0.3534, 0.1072], [2.0436, 0.8977, 0.0610], [-0.2891, 0.1098, -0.2368], [0.1491, -0.1150, -0.2068], [-0.7322, 1.0340, -1.2937], [-0.4026, 1.1635, 0.1732], [0.5635, 1.9235, -0.5410], [-0.3017, -1.4032, -1.1945], [-0.2772, 0.5945, 2.4932], [-0.2160, -0.1617, -0.5840], [0.3076, -0.3564, 0.0316], [0.0296, 0.1549, -0.1553], [0.1079, 0.3080, 0.1847], [-0.1985, 0.1190, 0.2234], [-2.9062, -2.4569, -0.2907], [0.2934, 0.0570, -0.0172], [0.4909, 0.2329, -0.0794], [0.5575, 0.3328, -0.0800], [-0.8075, 0.5487, -0.7588], [0.2866, -0.2090, 0.8443], [-1.0024, -1.0337, -0.2216], [0.4070, 0.2403, -0.0534], [0.4095, -1.4954, -1.5835]]
}